{
  "formula": "C20H26BFeN5O4S2",
  "method": "ωB97M-V with the def2-TZVPD basis set",
  "homo_lumo_gap_ev": 7.20,
  "homo_ev": -7.1,
  "relative_energy_ev": 0.2026,
  "max_force_ev_per_a": 1.21,
  "total_charge": 0,
  "symbols": ["Fe", "N", "C", "C", "N", "C", "C", "N", "H", "H", "H", "H", "H", "H", "H", "H", "H", "H", "H", "H", "H", "O", "C", "C", "C", "C", "C", "C", "C", "O", "N", "N", "C", "S", "C", "C", "S", "H", "H", "H", "H", "H", "H", "H", "H", "H", "O", "B", "O", "C", "C", "C", "C", "C", "C", "H", "H", "H", "H"],
  "positions_angstrom": [[0.009, 0.194, -0.153], [0.301, -1.897, 0.374], [1.421, -1.995, 1.315], [2.439, -0.892, 1.047], [1.807, 0.419, 0.815], [1.554, 1.236, 2.010], [0.253, 0.819, 2.686], [-0.806, 0.697, 1.675], [0.548, -2.267, -0.539], [-0.502, -2.422, 0.698], [1.014, -1.896, 2.321], [1.931, -2.963, 1.273], [3.155, -0.850, 1.877], [2.996, -1.129, 0.139], [2.408, 0.939, 0.194], [2.380, 1.173, 2.728], [1.471, 2.269, 1.670], [0.377, -0.153, 3.163], [0.005, 1.535, 3.474], [-1.537, 0.060, 1.970], [-1.253, 1.590, 1.491], [-1.769, -1.851, -4.743], [-2.899, -1.672, -4.033], [-4.101, -2.050, -4.632], [-5.296, -1.909, -3.954], [-5.323, -1.389, -2.662], [-4.135, -1.010, -2.069], [-2.915, -1.138, -2.735], [-1.681, -0.683, -2.039], [-1.768, -0.242, -0.851], [-0.554, -0.771, -2.728], [0.539, -0.254, -2.006], [1.610, -0.280, -2.706], [3.086, 0.514, -2.186], [4.125, 0.206, -3.659], [3.525, -1.020, -4.336], [1.703, -0.965, -4.330], [-1.029, -1.486, -4.200], [-4.064, -2.452, -5.636], [-6.219, -2.204, -4.437], [-6.259, -1.281, -2.131], [-4.119, -0.589, -1.073], [5.070, -0.080, -3.205], [4.261, 1.000, -4.387], [3.873, -1.935, -3.857], [3.803, -1.049, -5.388], [0.954, 2.979, -1.070], [-0.093, 2.086, -0.667], [-1.283, 2.891, -0.588], [-0.949, 4.159, -0.953], [-1.754, 5.273, -1.045], [-1.144, 6.465, -1.441], [0.215, 6.520, -1.728], [1.020, 5.384, -1.634], [0.407, 4.215, -1.244], [-2.811, 5.219, -0.824], [-1.743, 7.362, -1.529], [0.657, 7.459, -2.033], [2.077, 5.413, -1.858]],
  "lowdin_charge": [0.300, 0.020, -0.214, -0.178, -0.122, -0.168, -0.194, 0.008, 0.099, 0.107, 0.099, 0.116, 0.122, 0.090, 0.052, 0.122, 0.124, 0.099, 0.120, 0.113, 0.097, 0.037, -0.270, -0.020, -0.091, -0.099, -0.030, -0.070, -0.413, -0.070, 0.021, -0.134, -0.864, 0.960, -0.482, -0.529, 0.957, 0.024, 0.114, 0.100, 0.094, 0.111, 0.065, 0.083, 0.075, 0.072, 0.095, -0.420, 0.118, -0.227, 0.000, -0.103, -0.104, -0.004, -0.227, 0.115, 0.095, 0.095, 0.113]
}

---

{
  "formula": "C7H28NO6",
  "method": "ωB97M-V with the def2-TZVPD basis set",
  "homo_lumo_gap_ev": 9.80,
  "homo_ev": -12.4,
  "relative_energy_ev": 2.0831,
  "max_force_ev_per_a": 5.03,
  "total_charge": 1,
  "symbols": ["C", "C", "C", "C", "C", "C", "C", "N", "H", "H", "H", "H", "H", "H", "H", "H", "H", "H", "H", "H", "H", "H", "H", "H", "H", "H", "O", "H", "H", "O", "H", "H", "O", "H", "H", "O", "H", "H", "O", "H", "H", "O"],
  "positions_angstrom": [[1.924, 1.586, -1.375], [1.554, 1.376, 0.007], [2.102, 0.337, 0.971], [1.551, -1.122, 0.912], [1.751, -1.745, -0.453], [0.490, -1.982, -1.201], [0.315, -2.510, -2.412], [0.034, 1.181, 0.121], [1.489, 2.410, -1.938], [1.684, 0.661, -1.993], [3.009, 1.512, -1.609], [1.654, 2.323, 0.559], [3.151, 0.272, 0.724], [2.064, 0.699, 1.987], [2.113, -1.629, 1.699], [0.538, -1.293, 1.366], [2.546, -1.255, -0.974], [2.384, -2.645, -0.166], [-0.372, -1.847, -0.463], [-0.604, -2.707, -2.936], [1.183, -2.811, -2.953], [-0.201, 0.431, 0.781], [-0.479, 0.779, -0.686], [-0.551, 1.992, 0.404], [-1.080, -0.382, 2.681], [-1.856, -1.071, 3.572], [-0.926, -1.143, 3.255], [1.699, 2.922, 3.255], [1.469, 3.932, 2.037], [1.172, 3.128, 2.482], [-2.914, -0.698, 0.222], [-2.887, 0.765, -0.053], [-2.292, 0.083, 0.315], [-1.329, 2.512, 2.301], [-2.826, 1.829, 2.181], [-2.073, 2.227, 1.750], [-2.568, -0.393, -3.906], [-1.243, -0.814, -4.434], [-1.637, -0.171, -3.843], [-2.709, -2.689, -0.739], [-3.975, -1.968, -1.098], [-3.354, -2.085, -0.350]],
  "lowdin_charge": [-0.055, -0.346, -0.135, -0.196, -0.218, -0.179, 0.019, 0.191, 0.095, 0.098, 0.111, 0.111, 0.123, 0.105, 0.120, 0.095, 0.100, 0.148, 0.104, 0.046, 0.060, 0.087, 0.146, 0.133, -0.010, 0.068, -0.059, 0.061, 0.069, -0.040, 0.008, 0.070, -0.114, 0.043, 0.056, -0.057, 0.031, 0.029, -0.058, 0.071, 0.095, -0.025]
}

---

{
  "formula": "C49H85FNO17P3S3",
  "method": "ωB97M-V with the def2-TZVPD basis set",
  "homo_lumo_gap_ev": 6.77,
  "homo_ev": -8.5,
  "relative_energy_ev": 0.0000,
  "max_force_ev_per_a": 2.03,
  "total_charge": 0,
  "symbols": ["C", "C", "C", "C", "C", "C", "C", "C", "C", "C", "C", "C", "C", "C", "C", "P", "S", "C", "O", "C", "C", "P", "S", "C", "P", "N", "C", "C", "C", "O", "C", "S", "O", "O", "F", "C", "C", "O", "H", "H", "H", "H", "H", "H", "H", "H", "H", "H", "H", "H", "H", "H", "H", "H", "H", "H", "H", "H", "H", "H", "H", "H", "H", "H", "H", "H", "H", "H", "H", "H", "H", "H", "H", "H", "H", "C", "C", "O", "C", "C", "O", "H", "H", "H", "H", "H", "H", "H", "H", "C", "C", "O", "C", "C", "O", "H", "H", "H", "H", "H", "H", "H", "H", "C", "C", "O", "C", "C", "O", "H", "H", "H", "H", "H", "H", "H", "H", "C", "C", "O", "C", "C", "O", "H", "H", "H", "H", "H", "H", "H", "H", "C", "C", "O", "C", "C", "O", "H", "H", "H", "H", "H", "H", "H", "H", "C", "C", "O", "C", "C", "O", "H", "H", "H", "H", "H", "H", "H", "H"],
  "positions_angstrom": [[3.222, -4.306, 6.618], [4.040, -5.278, 5.744], [3.893, -5.012, 4.249], [4.382, -3.627, 3.851], [4.587, -3.481, 2.345], [5.123, -2.092, 2.017], [5.252, -1.810, 0.510], [4.323, -0.723, -0.038], [4.898, 0.695, 0.032], [5.626, 1.050, 1.331], [4.664, 1.448, 2.496], [3.205, 1.187, 2.170], [2.240, 1.531, 3.299], [0.856, 1.251, 2.829], [0.141, 2.086, 2.072], [0.661, 3.745, 1.565], [-0.001, 5.124, 2.788], [-1.208, 1.708, 1.636], [-2.070, 2.522, 1.482], [-1.418, 0.240, 1.400], [-2.293, -0.240, 0.400], [-3.145, 0.988, -0.684], [-1.836, 1.809, -1.891], [-2.433, -1.625, 0.219], [-3.642, -2.178, -1.057], [-2.984, -2.100, -2.476], [-1.677, -2.548, 0.975], [-1.827, -4.022, 0.701], [-2.723, -4.703, 1.706], [-3.235, -5.749, 1.472], [-0.817, -2.035, 1.975], [0.113, -3.160, 3.009], [-0.429, -3.148, 4.315], [0.322, -4.417, 2.388], [1.488, -2.463, 2.987], [-0.695, -0.648, 2.195], [0.203, -0.021, 3.233], [0.406, -0.481, 4.316], [2.513, -4.854, 7.228], [2.670, -3.580, 6.033], [3.877, -3.779, 7.303], [3.690, -6.289, 5.939], [5.093, -5.207, 6.003], [2.856, -5.155, 3.951], [4.485, -5.745, 3.700], [3.628, -2.891, 4.121], [5.286, -3.354, 4.395], [5.309, -4.224, 2.013], [3.628, -3.637, 1.850], [6.122, -2.041, 2.450], [4.512, -1.359, 2.541], [5.016, -2.733, -0.012], [6.280, -1.562, 0.301], [4.159, -0.947, -1.086], [3.332, -0.780, 0.402], [4.141, 1.448, -0.155], [5.607, 0.787, -0.789], [6.305, 0.271, 1.659], [6.254, 1.914, 1.127], [4.817, 2.496, 2.747], [4.954, 0.901, 3.390], [2.928, 1.731, 1.276], [3.099, 0.125, 1.979], [2.328, 2.580, 3.576], [2.452, 0.944, 4.188], [2.056, 3.770, 1.522], [0.207, 3.946, 0.255], [-3.787, 1.926, 0.115], [-4.174, 0.370, -1.394], [-4.801, -1.429, -0.875], [-4.026, -3.468, -0.657], [-3.507, -1.493, -3.097], [-0.885, -4.538, 0.641], [-2.304, -4.181, -0.254], [-2.935, -4.205, 2.668], [0.135, -2.313, -4.523], [-0.031, -2.007, -3.049], [1.116, -1.341, -2.508], [1.282, -0.007, -2.568], [0.385, 0.815, -3.465], [2.178, 0.490, -1.941], [0.225, -1.402, -5.114], [-0.721, -2.878, -4.891], [1.039, -2.900, -4.686], [-0.940, -1.441, -2.842], [-0.107, -2.936, -2.485], [0.867, 0.922, -4.436], [0.271, 1.799, -3.018], [-0.611, 0.401, -3.600], [-3.478, -0.832, 5.532], [-4.927, -0.440, 5.328], [-5.408, -0.830, 4.037], [-5.908, -2.052, 3.773], [-5.746, -3.159, 4.789], [-6.404, -2.248, 2.697], [-3.344, -1.914, 5.505], [-3.116, -0.467, 6.493], [-2.858, -0.408, 4.742], [-5.576, -0.827, 6.115], [-5.023, 0.644, 5.349], [-4.829, -3.705, 4.569], [-6.589, -3.837, 4.687], [-5.719, -2.818, 5.821], [-3.931, 4.802, -3.063], [-2.862, 4.591, -4.113], [-3.425, 4.222, -5.379], [-3.853, 5.121, -6.279], [-4.006, 6.568, -5.869], [-4.168, 4.743, -7.376], [-4.593, 5.630, -3.321], [-3.474, 5.014, -2.096], [-4.544, 3.905, -2.971], [-2.208, 5.458, -4.218], [-2.234, 3.753, -3.820], [-5.026, 6.737, -5.527], [-3.816, 7.189, -6.740], [-3.308, 6.885, -5.099], [-2.130, 8.438, -9.230], [-1.706, 9.412, -8.149], [-1.029, 8.743, -7.083], [0.292, 8.473, -7.089], [1.072, 8.625, -8.375], [0.798, 8.054, -6.086], [-1.271, 7.958, -9.698], [-2.704, 8.945, -10.006], [-2.745, 7.645, -8.802], [-1.102, 10.232, -8.541], [-2.588, 9.861, -7.696], [1.079, 7.668, -8.894], [2.094, 8.893, -8.119], [0.687, 9.392, -9.042], [-9.828, 0.303, 0.479], [-8.807, 1.181, -0.212], [-7.632, 0.446, -0.571], [-7.512, -0.246, -1.708], [-8.719, -0.496, -2.575], [-6.433, -0.715, -1.975], [-10.188, -0.489, -0.179], [-10.682, 0.897, 0.802], [-9.381, -0.175, 1.350], [-9.219, 1.697, -1.080], [-8.457, 1.951, 0.473], [-9.165, -1.446, -2.284], [-8.386, -0.565, -3.607], [-9.472, 0.287, -2.522], [9.164, -5.835, 3.552], [8.711, -6.049, 2.122], [8.056, -4.895, 1.592], [8.714, -3.868, 1.019], [10.217, -3.778, 1.151], [8.072, -3.013, 0.474], [9.906, -5.040, 3.624], [9.599, -6.750, 3.955], [8.316, -5.547, 4.174], [9.529, -6.363, 1.472], [7.962, -6.838, 2.086], [10.454, -3.176, 2.028], [10.603, -3.278, 0.267], [10.717, -4.740, 1.231]],
  "lowdin_charge": [-0.093, -0.254, -0.223, -0.229, -0.209, -0.204, -0.190, -0.208, -0.202, -0.174, -0.171, -0.214, -0.130, -0.125, -0.265, 0.423, 0.109, -0.395, 0.057, -0.071, -0.271, 0.518, 0.349, -0.234, 0.769, -0.248, -0.155, -0.129, -0.252, 0.094, -0.102, 0.641, -0.216, -0.231, -0.106, -0.032, -0.286, 0.155, 0.063, 0.057, 0.066, 0.096, 0.095, 0.106, 0.107, 0.086, 0.120, 0.107, 0.111, 0.107, 0.091, 0.110, 0.080, 0.095, 0.088, 0.089, 0.114, 0.091, 0.101, 0.107, 0.107, 0.090, 0.089, 0.115, 0.128, -0.014, -0.006, -0.005, -0.053, -0.017, 0.019, -0.006, 0.118, 0.082, 0.128, -0.059, -0.260, -0.002, -0.520, -0.097, 0.095, 0.068, 0.080, 0.080, 0.054, 0.113, 0.098, 0.007, 0.014, -0.050, -0.230, -0.005, -0.535, 0.019, 0.094, 0.071, 0.088, 0.073, 0.112, 0.123, 0.086, 0.093, 0.072, -0.074, -0.243, 0.004, -0.530, 0.018, 0.097, 0.066, 0.080, 0.075, 0.117, 0.058, 0.095, 0.067, 0.074, -0.057, -0.237, -0.011, -0.530, 0.012, 0.109, 0.070, 0.084, 0.070, 0.112, 0.121, 0.096, 0.090, 0.069, -0.057, -0.226, 0.009, -0.514, 0.023, 0.044, 0.070, 0.083, 0.085, 0.114, 0.124, 0.101, 0.095, 0.074, -0.060, -0.235, -0.007, -0.510, 0.016, 0.112, 0.069, 0.082, 0.079, 0.112, 0.123, 0.096, 0.091, 0.069]
}

---

{
  "formula": "C15H38ClNO9P",
  "method": "ωB97M-V with the def2-TZVPD basis set",
  "homo_lumo_gap_ev": 6.63,
  "homo_ev": -10.9,
  "relative_energy_ev": 0.0000,
  "max_force_ev_per_a": 6.70,
  "total_charge": 1,
  "symbols": ["O", "P", "O", "O", "N", "C", "C", "C", "Cl", "H", "H", "H", "H", "H", "H", "H", "H", "H", "H", "C", "O", "C", "C", "O", "C", "C", "O", "C", "H", "H", "H", "H", "H", "H", "H", "H", "H", "H", "H", "H", "H", "H", "C", "O", "C", "C", "O", "C", "C", "O", "C", "H", "H", "H", "H", "H", "H", "H", "H", "H", "H", "H", "H", "H", "H"],
  "positions_angstrom": [[6.212, -1.741, -0.284], [5.601, -0.854, -1.335], [6.681, 0.365, -1.745], [5.277, -1.767, -2.676], [4.144, 0.006, -0.747], [3.058, -0.907, -0.228], [2.080, -1.432, -1.336], [1.129, -0.338, -1.950], [-0.589, -0.880, -1.598], [6.156, 1.006, -2.262], [5.606, -2.667, -2.495], [3.833, 0.615, -1.524], [4.472, 0.602, 0.032], [2.460, -0.300, 0.500], [3.502, -1.809, 0.265], [2.641, -1.973, -2.143], [1.441, -2.208, -0.844], [1.251, 0.684, -1.523], [1.185, -0.265, -3.061], [-2.420, 2.219, -5.044], [-3.090, 2.790, -3.939], [-2.830, 2.102, -2.723], [-2.797, 3.071, -1.550], [-1.622, 3.876, -1.494], [-1.504, 4.915, -2.468], [-2.483, 6.062, -2.273], [-3.779, 5.691, -2.723], [-4.814, 6.338, -2.007], [-2.846, 1.242, -5.290], [-2.547, 2.887, -5.895], [-1.346, 2.123, -4.843], [-1.877, 1.565, -2.770], [-3.641, 1.380, -2.574], [-2.781, 2.474, -0.633], [-3.697, 3.683, -1.505], [-1.550, 4.510, -3.478], [-0.495, 5.316, -2.334], [-2.160, 6.924, -2.869], [-2.503, 6.347, -1.216], [-4.706, 6.166, -0.930], [-5.763, 5.914, -2.328], [-4.813, 7.412, -2.216], [-2.404, -1.839, 3.088], [-1.635, -3.018, 3.231], [-0.950, -3.374, 2.040], [0.397, -4.009, 2.358], [1.388, -3.080, 2.801], [1.230, -2.547, 4.118], [1.461, -3.558, 5.229], [0.337, -4.414, 5.363], [0.683, -5.709, 5.817], [-3.260, -2.016, 2.429], [-2.769, -1.555, 4.075], [-1.793, -1.017, 2.700], [-0.788, -2.501, 1.402], [-1.574, -4.099, 1.506], [0.790, -4.426, 1.426], [0.298, -4.841, 3.054], [0.269, -2.043, 4.222], [2.001, -1.776, 4.207], [1.593, -3.032, 6.181], [2.368, -4.134, 5.012], [1.444, -6.157, 5.168], [-0.210, -6.330, 5.779], [1.048, -5.670, 6.849]],
  "lowdin_charge": [-0.236, 0.594, -0.085, -0.110, 0.009, -0.147, -0.236, -0.527, 0.560, 0.084, 0.112, 0.165, 0.181, 0.153, 0.144, 0.113, 0.098, 0.076, 0.080, -0.109, -0.196, -0.204, -0.175, -0.138, -0.178, -0.198, -0.205, -0.106, 0.090, 0.092, 0.080, 0.083, 0.130, 0.125, 0.119, 0.116, 0.123, 0.129, 0.127, 0.087, 0.090, 0.090, -0.104, -0.196, -0.199, -0.176, -0.151, -0.176, -0.197, -0.203, -0.104, 0.091, 0.093, 0.083, 0.102, 0.131, 0.122, 0.120, 0.117, 0.122, 0.130, 0.126, 0.087, 0.091, 0.091]
}